Record 1
C40H57BrGeN8O8PbSSbSe4 as an isolated structure, computed with ωB97M-V/def2-TZVPD.

The frontier orbital gap (spin up / spin down) comes out at 5.4435 / 4.0695 eV. Its HOMO energy (spin up / spin down) is -7.52 / -7.52 eV. Its expectation value of S² is 0.758. As for the LUMO energy (spin up / spin down): -2.073 / -3.446 eV.

Geometry as ORCA input:
```
! RIJCOSX wB97M-V def2-TZVPD def2/J DEFGRID3
* xyz 0 2
Pb -0.41714 0.25093 0.24160
Sb -3.47514 2.57069 -2.30119
Br 4.85883 -5.81719 1.39937
Se -4.15692 3.15214 0.22101
Se -5.34782 1.83430 -3.58270
Se -1.91785 4.30912 -2.85028
Se -3.11694 1.09207 -0.15070
Ge 1.48109 0.94073 2.95883
S 7.29094 0.26793 -4.67210
O 2.38080 0.03096 1.62468
O -0.16803 -0.26930 2.58993
O 6.44674 0.25573 -5.84170
O -2.29876 -1.34311 0.16795
O 4.60773 3.45558 0.35548
O 8.31644 1.26735 -4.57217
O 0.78110 2.13854 1.63655
O 5.89218 3.42505 -1.38188
N 4.88357 3.09105 -0.77436
N -1.51814 -6.65501 -1.09739
N -1.07560 0.41172 -2.82726
N -0.48298 -7.34160 -1.03952
N -0.31383 1.23915 -3.56522
N 4.10792 1.59246 -2.62557
N 2.14381 0.99552 -1.78493
N 0.10375 -2.02348 -0.86264
C 2.98587 -2.29138 1.54934
C -0.83084 -2.98108 -0.72266
C 1.91035 -7.46431 -1.00247
C 0.61338 -4.56631 -1.80359
C 1.25341 -2.29732 -1.43510
C 0.73131 -6.91694 -0.48983
C -0.59802 -4.31538 -1.12924
C 3.96070 2.21229 -1.39283
C -3.13029 -3.52580 -0.16817
C -2.02833 -1.70079 3.20688
C -2.88326 -4.84098 -0.51880
C -1.62403 -5.29127 -0.91304
C -1.50215 0.14858 -5.02052
C 2.74261 1.82586 -0.89709
C 2.98642 0.86157 -2.80234
C 5.25030 1.60253 -3.52456
C -0.26083 -1.10583 4.84612
C -1.80109 -0.27523 -3.71157
C -0.54351 1.12946 -4.88675
C 8.03053 -1.36642 -4.45739
C 0.12648 1.98798 -5.90055
C 1.54125 -3.56704 -1.94772
C -2.11524 -2.56060 -0.20282
C 4.53362 -0.50527 0.72470
C -1.86568 0.63965 4.06337
C -1.06651 -0.59629 3.64223
C 0.51460 3.53043 1.76583
C 2.01783 -5.79786 1.22126
C -0.84015 3.73706 2.44227
C 0.48670 4.14204 0.35969
C 3.46931 -0.85558 1.77197
C 3.13403 -7.13865 -0.44779
C 4.10847 -0.75234 3.16170
C 1.60679 4.21242 2.59269
C 7.11750 -2.45135 -5.00396
C 2.74831 -0.01091 -3.98397
C 3.17862 -6.29792 0.65391
C 6.19208 0.43346 -3.23842
C -2.75801 -1.34391 -3.31064
C 0.79758 -6.09968 0.64512
H -0.11898 -5.72214 1.08051
H 2.56543 -2.39362 0.54990
H 5.78843 2.53562 -3.41567
H 6.85837 -2.21671 -6.03412
H 4.44058 0.27193 3.34413
H 8.97524 -1.30677 -4.99678
H 3.34417 -0.92468 -3.91348
H 1.50012 4.29746 -0.01398
H 2.30228 2.07505 0.05355
H 4.05040 -7.54126 -0.85674
H 5.64968 -0.50903 -3.14934
H 1.95108 -1.47189 -1.52059
H 3.01750 0.48559 -4.91672
H 1.69743 -0.28854 -4.01162
H -3.16342 -1.15066 -2.31786
H -0.93366 -1.42722 5.64190
H -3.66097 -5.59001 -0.43928
H -0.04017 3.47645 -0.32846
H -1.61488 3.18545 1.90486
H 1.45408 5.29262 2.60706
H 3.80555 -3.00258 1.66407
H 3.37894 -1.01537 3.93097
H -2.37620 1.06877 3.19665
H -2.25167 -2.31176 -3.27967
H -0.80926 3.36532 3.46719
H -2.61141 0.38472 4.81736
H 0.79728 -5.53514 -2.24316
H 5.38561 -1.18173 0.81181
H -2.64223 -2.01571 4.05209
H -1.95229 -0.20742 -5.93156
H 1.20583 1.82625 -5.91323
H 0.34666 1.83608 -3.09555
H 4.96482 -1.42198 3.23753
H -1.11238 4.79308 2.45622
H 2.06564 -5.17089 2.10114
H -1.47138 -2.56313 2.83455
H 2.48194 -3.75288 -2.44804
H -0.27112 1.76285 -6.88702
H 0.38486 -0.31451 5.23049
H 1.58363 3.84366 3.62032
H 4.89279 1.52110 -4.54972
H -2.68612 -1.34480 2.41696
H -3.57268 -1.40271 -4.02974
H -1.18779 1.39257 4.46994
H 7.60979 -3.42235 -4.97603
H 1.85132 -8.12601 -1.85692
H 4.87517 0.51920 0.88515
H 8.23068 -1.45955 -3.38969
H -0.03069 5.10131 0.36538
H 0.36249 -1.94991 4.54526
H 2.19749 -2.52253 2.26885
H 2.58760 4.00114 2.16543
H -4.11931 -3.21794 0.14476
H -0.06158 3.04086 -5.68364
H 6.82091 0.60824 -2.36668
H 6.19324 -2.52281 -4.42910
H 4.11684 -0.58779 -0.28327
*
```



Record 2
C40H58BFLiN11O3S as an isolated structure, computed with ωB97M-V/def2-TZVPD.

The frontier orbital gap comes out at 4.2586 eV. Its HOMO energy is -6.46 eV. As for the LUMO energy: -2.196 eV.

Geometry as ORCA input:
```
! RIJCOSX wB97M-V def2-TZVPD def2/J DEFGRID3
* xyz 0 1
S 12.80824 10.45092 19.71066
F 14.30035 13.88482 13.74455
O 9.23202 13.64341 19.26469
O 7.36990 12.76302 18.35870
O 11.53249 12.92421 17.73094
N 12.20204 8.09943 20.84159
N 11.76110 13.28287 21.54587
N 12.91570 15.89677 20.26471
N 8.94308 12.60508 14.55304
N 14.51179 13.07772 19.31351
N 13.07600 11.97024 8.99602
N 14.84715 14.05759 20.20068
N 12.18078 8.09812 18.49197
N 12.63457 13.32885 11.40107
N 12.85950 13.98074 21.98528
N 11.93761 15.54238 19.36625
C 13.99040 12.83360 11.18106
C 8.74092 12.50274 23.26784
C 7.99039 12.44654 13.47203
C 8.54558 13.16748 18.33390
C 10.66513 12.99711 16.78991
C 10.30044 12.90439 14.30349
C 12.85723 6.82701 18.20715
C 14.85156 11.52440 16.65449
C 7.86710 11.08793 12.81066
C 14.28390 12.54393 9.72842
C 17.09219 10.86820 17.64713
C 16.22186 14.13101 20.29684
C 9.94748 11.84966 22.63205
C 11.11327 16.64711 16.40932
C 11.18245 7.06250 20.95237
C 9.58441 11.32404 21.22459
C 10.81476 12.90548 12.99118
C 6.74220 11.61979 13.69595
C 15.63590 11.28826 17.96324
C 12.14724 13.31446 12.69258
C 16.77958 13.15446 19.49057
C 15.64989 12.49413 18.86745
C 12.37730 8.79255 19.67290
C 12.47078 13.43456 15.12716
C 9.21452 12.97418 16.95239
C 11.80850 12.77125 9.08157
C 12.95580 13.54420 13.85412
C 9.47964 17.88109 17.78441
C 11.36504 16.66359 18.89440
C 10.39680 16.65791 17.75479
C 11.13721 12.76650 22.61164
C 11.79468 13.75353 10.26427
C 12.88351 13.96381 23.33454
C 12.94674 17.25332 20.36129
C 11.79408 13.23083 23.82329
C 11.62130 8.80574 17.33955
C 12.88976 8.55281 22.05082
C 8.41948 12.77559 15.83823
C 11.96519 17.81133 19.54304
C 11.15351 13.09752 15.41943
B 13.81785 14.91118 21.10729
Li 11.15972 13.55875 19.58340
H 11.79807 15.78140 16.36965
H 11.64495 18.85160 19.45642
H 15.06964 10.49035 18.46348
H 8.72516 10.66554 21.29178
H 17.57497 11.67645 17.08119
H 11.64294 6.10188 21.15710
H 5.88761 11.97499 13.16471
H 13.73546 9.21654 21.80617
H 11.72759 17.55200 16.30339
H 12.89168 11.01262 9.36272
H 8.71833 17.84016 16.99121
H 8.95166 17.98571 18.73825
H 11.52126 13.07570 24.85498
H 13.70285 7.02706 17.52302
H 13.33116 11.78657 8.01936
H 10.20023 12.66628 12.09444
H 12.15742 6.14334 17.70220
H 8.47819 13.40282 22.70506
H 16.69877 14.85094 20.94325
H 10.09304 18.76059 17.59873
H 10.79688 8.21267 16.91327
H 13.82638 11.78310 16.88487
H 13.15458 13.61262 15.94469
H 11.59043 13.27664 8.13983
H 17.64295 10.75102 18.58095
H 10.99257 12.04811 9.24926
H 7.87244 11.85276 23.22506
H 15.09217 11.79164 9.65368
H 9.83382 15.73447 17.86160
H 10.41288 16.60516 15.57937
H 15.31119 12.31640 16.04159
H 12.21833 9.11803 22.69830
H 13.25037 7.68038 22.58897
H 7.65608 11.17395 11.72745
H 14.72233 13.55641 11.53314
H 10.57863 6.99432 20.03286
H 12.36033 8.95446 16.56236
H 14.65444 13.43645 9.20008
H 7.33107 12.71689 16.05374
H 17.11886 9.92898 17.09674
H 14.20416 11.92764 11.79550
H 10.73968 13.82306 10.59610
H 10.51685 7.29830 21.79305
H 12.06437 14.75314 9.90933
H 11.23463 9.78471 17.65382
H 13.23063 6.37345 19.13695
H 8.47823 10.33391 13.28652
H 14.85418 10.61280 16.05138
H 13.69631 17.73257 20.98619
H 10.42552 10.78783 20.78585
H 6.69194 11.07910 14.63978
H 13.64003 14.53586 23.82469
H 17.80341 12.91824 19.29942
H 10.21165 10.97616 23.26594
H 9.32131 12.16696 20.56546
H 8.93727 12.72980 24.31976
H 7.76512 13.25839 12.77415
H 14.46604 15.61522 21.84895
*
```



Sequential strongest force on any atom output: 1.9 3.5 eV Å⁻¹
Sequential energy relative to the best compared isomer or geometry (same formula, charge and spin) output: 0.173 0.336 eV
Sequential molar mass output: 1607.33 809.80 g/mol